C16H20N4O3Pd | ωB97M-V with the def2-TZVPD basis set

Values from the calculation:
gap between HOMO and LUMO (alpha / beta) = 7.980 / 1.865 eV
total charge = +4
multiplicity = 5
energy relative to the best compared isomer or geometry (same formula, charge and spin) = 347.15 kJ/mol

Last column: Löwdin spin population.
Cartesian coordinates (Å):
N1 1.943 4.010 -0.749  0.010
C1 1.146 4.804 -0.437  0.005
C2 0.154 5.792 -0.022  0.002
H1 -0.874 5.387 -0.092  0.000
H2 0.223 6.722 -0.604  0.001
H3 0.310 6.095 1.021  0.001
N2 2.895 -1.877 -0.671  0.388
C3 3.855 -2.509 -0.881  0.178
C4 5.053 -3.296 -1.126  0.080
H4 5.642 -2.786 -1.896  0.002
H5 4.753 -4.294 -1.464  0.024
H6 5.653 -3.388 -0.213  0.040
N3 -2.891 -3.402 -0.761  0.152
C5 -3.941 -2.998 -0.440  0.073
C6 -5.242 -2.488 -0.017  0.028
H7 -5.626 -3.022 0.862  0.011
H8 -6.013 -2.645 -0.782  0.012
H9 -5.185 -1.407 0.219  0.000
Pd1 -0.059 0.043 -0.965  0.895
C7 -0.553 -1.477 0.173  0.083
O1 -0.820 -2.146 1.063  0.020
C8 1.116 1.112 0.186  0.079
O2 1.646 1.661 1.039  0.017
C9 0.657 1.223 -2.771  0.094
C10 -0.761 1.318 -2.773  0.115
C11 -1.515 0.153 -2.769  0.114
C12 -0.848 -1.102 -2.772  0.100
C13 0.492 -1.141 -3.253  0.241
C14 1.242 0.016 -3.252  0.237
H10 1.223 2.144 -2.541  -0.001
H11 -1.214 2.304 -2.646  0.004
H12 -2.600 0.161 -2.637  0.004
H13 -1.457 -1.994 -2.541  -0.001
H14 0.949 -2.084 -3.568  0.006
H15 2.291 -0.017 -3.564  0.006
C15 -2.947 1.931 2.893  0.082
C16 -1.783 1.167 2.336  0.098
N4 -0.942 0.615 3.247  0.038
O3 -1.562 1.021 1.121  0.749
H16 -2.931 1.923 3.989  0.013
H17 -3.884 1.491 2.534  0.000
H18 -2.916 2.965 2.531  0.000
H19 -0.139 0.088 2.922  0.000
H20 -1.101 0.719 4.235  0.003